(1)
Density functional theory data (the ωB97M-V functional and the def2-TZVPD basis) for a structure of composition C15H18ClFN2O at a distorted geometry.

Output
Gap between HOMO and LUMO ... 0.21877 Ha
Total energy ... -1326.54480 hartree
HOMO ... -7.22 eV

```
! wB97M-V def2-TZVPD RIJCOSX def2/J DEFGRID3
* xyz 0 1
C -4.84814 -1.04377 0.14575
H -4.06819 -1.89713 0.16430
H -5.75053 -1.30563 0.22719
H -4.80224 -0.71332 -0.98931
C -4.53279 -0.10618 0.90604
N -3.31775 0.61222 1.02078
C -2.19004 -0.19724 1.50082
C -1.43014 -0.75213 0.02258
N -1.16834 0.22479 -0.97475
C 0.13945 0.69221 -1.17398
O 0.14789 1.96148 -1.80497
C 1.18931 0.08376 -0.81249
C 2.48331 0.44713 -0.71484
C 3.76897 0.15843 -0.19003
C 4.05801 -1.30540 -0.44880
C 5.23596 -1.83451 0.13532
C 6.32980 -1.10828 0.51515
C 5.99303 0.35322 0.65814
C 4.88676 1.00782 0.17145
Cl 4.48296 2.64286 0.53585
H 6.74307 1.08163 0.83933
H 7.14807 -1.23615 0.88075
H 5.47476 -2.74710 -0.03938
F 3.08198 -2.11395 -0.59630
H 2.45172 1.86427 -1.04056
H 1.27894 -1.04737 -0.54436
C -2.29704 0.70217 -1.33480
C -2.96093 1.74124 -0.17779
H -2.40881 2.33670 0.32221
H -3.89781 1.99802 -0.40215
H -2.96032 0.26319 -1.84880
H -2.03707 1.60223 -2.20099
H -0.47119 -1.21607 0.52338
H -2.09097 -1.66194 -0.30638
H -2.41176 -0.87473 2.09159
H -1.32947 0.82390 1.81495
H -5.27419 0.87480 0.78548
H -4.64624 -0.31118 2.33962
*
```

These are the natural (NBO) partial charges, in e, on atoms 1 to 2: number 1, C, carries -0.6464; number 2, H, carries 0.1933

---

(2)
Density functional theory data (the ωB97M-V functional and the def2-TZVPD basis) for an isolated molecule of C15H18ClN3O2S at a distorted geometry.

Output
Gap between HOMO and LUMO ... 0.33141 Ha
SMILES string ... NCCCCCc1nnc(SCC(=O)c2ccc(Cl)cc2)o1
Total energy ... -1755.50425 hartree
HOMO ... -8.79 eV
Energy relative to the best compared isomer or geometry (same formula, charge and spin) ... 49.2 kcal/mol

```
! wB97M-V def2-TZVPD RIJCOSX def2/J DEFGRID3
* xyz 0 1
N -2.86297 0.59170 -1.94959
C -2.49730 1.95613 -2.30672
C -0.98438 2.07765 -2.48636
C -0.23596 1.99575 -1.15780
C 1.27694 1.95795 -1.36980
C 2.07352 2.26463 -0.09174
C 1.81227 1.27173 0.97054
N 2.55645 0.28240 1.33360
N 1.91272 -0.37598 2.32030
C 0.79443 0.25185 2.50348
S -0.50920 -0.17107 3.54429
C -0.03580 -1.87791 3.96897
C 0.60875 -2.74550 2.89160
O 1.35704 -3.62092 3.25015
C 0.30218 -2.49735 1.46779
C 1.30946 -2.81003 0.55270
C 1.15371 -2.53237 -0.78876
C -0.02396 -1.94050 -1.22126
Cl -0.21418 -1.58048 -2.89603
C -1.05095 -1.64701 -0.33564
C -0.88747 -1.93519 1.00693
O 0.65980 1.31679 1.69053
H -3.86558 0.52782 -1.80538
H -2.62314 -0.03090 -2.71618
H -2.82331 2.61022 -1.49285
H -2.99317 2.29679 -3.23179
H -0.64170 1.27812 -3.14604
H -0.76126 3.03065 -2.97095
H -0.56722 1.10417 -0.62478
H -0.49811 2.86453 -0.54953
H 1.55401 2.70559 -2.11616
H 1.57295 0.97884 -1.75041
H 3.14159 2.24505 -0.30725
H 1.79505 3.25352 0.27843
H -0.96671 -2.35103 4.29063
H 0.64815 -1.84686 4.81815
H 2.22454 -3.24346 0.92384
H 1.93893 -2.76015 -1.49231
H -1.95183 -1.16973 -0.69198
H -1.69830 -1.72546 1.68737
*
```

These are the natural (NBO) partial charges, in e, on atoms 1 to 2: number 1, N, carries -0.8514; number 2, C, carries -0.2068

---

(3)
Density functional theory data (the ωB97M-V functional and the def2-TZVPD basis) for the ion C15H18F2N3OSi with charge +1 at a distorted geometry.

Output
Gap between HOMO and LUMO ... 0.19689 Ha
SMILES string ... C[Si](C)(CCC(F)(F)n1c[nH+]cc1N=C=O)c1ccccc1
Total energy ... -1310.27637 hartree
HOMO ... -10.25 eV

```
! wB97M-V def2-TZVPD RIJCOSX def2/J DEFGRID3
* xyz 1 1
C -1.21991 2.18261 1.64423
Si -1.57694 0.99498 0.17116
C -2.31275 2.08678 -1.28043
C -0.06530 -0.03025 -0.43616
C 1.29490 0.84268 -0.73175
C 2.36575 -0.17315 -1.45401
F 1.98602 -1.62014 -1.24712
F 2.20493 0.05157 -2.93892
N 3.79486 -0.03751 -0.97941
C 4.81829 -0.22507 -2.07879
N 6.18675 -0.08461 -1.44813
C 6.01657 0.18981 0.03161
C 4.40780 0.20126 0.38256
N 3.65535 0.38086 1.68225
C 2.98142 -0.83702 1.83988
O 1.93365 -1.68162 2.02108
C -2.94832 -0.32080 0.66826
C -3.73789 -1.00527 -0.63743
C -4.88140 -2.16518 -0.38653
C -5.18157 -2.58497 1.17946
C -4.40437 -1.88826 2.48427
C -3.25117 -0.72323 2.22998
H -2.27622 2.50802 2.09437
H -0.69218 3.19942 1.33314
H -0.63270 1.66659 2.51844
H -1.78468 1.78911 -2.29608
H -3.48714 1.91327 -1.35957
H -2.09803 3.24097 -1.11637
H -0.38081 -0.54649 -1.46478
H 0.09503 -0.89967 0.34195
H 1.00659 1.70753 -1.50243
H 1.70743 1.39691 0.21875
H 4.70231 -0.45550 -3.22029
H 7.03251 -0.19479 -2.05376
H 6.88334 0.36584 0.80643
H -3.50302 -0.71204 -1.74742
H -5.38689 -2.64573 -1.32660
H -5.99043 -3.44624 1.35149
H -4.62109 -2.22770 3.59392
H -2.64074 -0.21297 3.11274
*
```

These are the natural (NBO) partial charges, in e, on atoms 1 to 2: number 1, C, carries -1.1577; number 2, Si, carries 1.6474

---

(4)
Density functional theory data (the ωB97M-V functional and the def2-TZVPD basis) for a structure of composition C15H18ILiN2O3P at a distorted geometry.

Output
Gap between HOMO and LUMO ... 0.18171 Ha
Total energy ... -1563.98299 hartree
HOMO ... -10.13 eV

```
! wB97M-V def2-TZVPD RIJCOSX def2/J DEFGRID3
* xyz 1 1
C 3.25698 2.97025 0.38028
C 2.21629 1.90882 0.05733
O 1.18324 1.88786 0.67449
O 2.37416 0.95404 -0.95973
C 3.60907 0.29713 -0.97519
C 3.68436 -0.98606 -0.06265
C 2.39258 -1.33178 0.70436
C 1.46755 -2.20512 -0.16530
C 0.32946 -2.86799 0.69561
C -0.92507 -2.04319 0.45600
C -1.92787 -2.55898 -0.40982
N -3.03310 -1.93779 -0.72145
C -3.12341 -0.72024 -0.11751
C -4.26014 0.07865 -0.39496
C -4.42676 1.30750 0.13687
P -5.88729 2.34719 -0.26623
O -6.39292 1.81959 -1.74063
I -4.85590 4.54848 -0.73814
C -3.44448 1.81581 1.04967
C -2.36815 1.06555 1.32351
C -2.16078 -0.21636 0.75862
N -1.02151 -0.89301 1.06630
H 3.43224 2.90784 1.46022
H 2.89210 3.98149 0.18973
H 4.22173 2.84353 -0.12050
H 3.75523 -0.03209 -2.03301
H 4.47268 0.93616 -0.74646
H 4.57137 -0.89990 0.58444
H 3.89337 -1.87487 -0.71932
H 1.88831 -0.47106 1.14776
H 2.70237 -1.97133 1.54526
H 2.01615 -3.01057 -0.67038
H 0.98331 -1.54045 -0.89281
H 0.57730 -2.74014 1.75368
H 0.19091 -3.90998 0.40343
H -1.75392 -3.53215 -0.87190
H -5.02396 -0.31596 -1.06384
H -5.62356 1.55664 -2.27140
H -3.54874 2.78689 1.52305
H -1.60140 1.45063 1.99163
Li 5.26820 -1.40501 -1.96103
*
```

These are the natural (NBO) partial charges, in e, on atoms 1 to 2: number 1, C, carries -0.7419; number 2, C, carries 0.7854

---

(5)
Density functional theory data (the ωB97M-V functional and the def2-TZVPD basis) for a structure of composition C15H18IrN4SSi at a distorted geometry.

Output
Gap between HOMO and LUMO (alpha / beta) ... 0.23893 / 0.24919 Ha
Total energy ... -1592.75187 hartree
HOMO (alpha / beta) ... -14.56 / -14.66 eV
Energy relative to the best compared isomer or geometry (same formula, charge and spin) ... 91.8 kcal/mol
Expectation value of S² ... 0.776

```
! wB97M-V def2-TZVPD RIJCOSX def2/J DEFGRID3
* xyz 2 2
Ir -0.05227 -0.43881 -2.17669
N -4.24281 0.96550 -1.30571
C -2.93052 0.78291 -1.45720
S -2.40034 -0.58936 -2.45695
N -2.07860 1.56632 -0.85811
N -0.79748 1.37388 -0.99554
C 0.13381 2.32101 -0.73614
C 1.37371 2.16662 -1.34896
C 2.43910 3.09915 -1.19434
C 3.61265 2.91559 -1.87017
C 3.73529 1.81820 -2.74121
C 2.68274 0.92927 -2.84646
N 1.54922 1.05552 -2.15851
H -4.91001 0.41591 -1.82552
H -4.57241 1.79117 -0.83136
H -0.12352 3.19826 -0.16166
H 2.28723 3.95478 -0.55682
H 4.43363 3.60538 -1.75060
H 4.62542 1.67706 -3.32851
H 2.75322 0.08246 -3.51690
C 0.95668 0.90921 2.79384
Si 0.78486 -0.67709 1.79949
C 1.96867 -1.02632 0.36703
C -0.64319 -1.88323 1.85759
C -1.08496 -2.51242 3.03213
C -2.13428 -3.41088 2.99064
C -2.77204 -3.69293 1.79362
C -2.36581 -3.05904 0.62560
C -1.30773 -2.17790 0.65565
H 0.98969 0.73299 3.86797
H 0.10624 1.56638 2.61196
H 1.86456 1.45409 2.53319
H 2.48499 -1.97951 0.49080
H 2.72522 -0.25444 0.24040
H 1.39410 -1.10380 -0.58842
H -0.59405 -2.31244 3.97269
H -2.45588 -3.90412 3.89428
H -3.58161 -4.40537 1.75916
H -2.87266 -3.26605 -0.30283
H -0.98084 -1.68796 -0.27743
*
```

These are the natural (NBO) partial charges, in e, on atoms 1 to 2: number 1, Ir, carries 0.7592; number 2, N, carries -0.7221

---

(6)
Density functional theory data (the ωB97M-V functional and the def2-TZVPD basis) for a structure of composition C15H18N2O at a distorted geometry.

Output
Gap between HOMO and LUMO ... 0.30214 Ha
Total energy ... -766.70340 hartree
HOMO ... -8.59 eV
Energy relative to the best compared isomer or geometry (same formula, charge and spin) ... 302.4 kcal/mol

```
! wB97M-V def2-TZVPD RIJCOSX def2/J DEFGRID3
* xyz 0 1
N -0.30969 -2.50385 -3.22827
C -1.34728 -2.13499 -2.84107
C -2.55041 -1.77398 -2.41498
C -3.65034 -2.44742 -2.58092
C -4.93990 -1.82609 -2.25544
C -5.04476 -0.75331 -1.49434
C -3.97067 0.00484 -1.08550
C -2.58578 -0.37789 -1.71220
N -1.46654 0.41571 -1.35501
C -0.43110 -0.09100 -0.75864
O -0.06542 -1.42760 -0.54497
C 0.81361 0.98736 -0.55839
C 1.25335 1.00020 0.84588
C 2.07435 2.00988 1.24145
C 2.75196 2.05236 2.54071
C 3.72123 0.77069 2.76162
C 2.88345 -0.41833 2.30674
C 2.32879 -0.34359 0.95729
H 1.83165 -1.33960 0.43551
H 3.13345 -0.23940 0.18499
H 2.31507 -0.66916 2.92525
H 3.84268 -1.44030 2.32882
H 4.22068 0.58023 3.60384
H 4.54751 0.89317 2.04676
H 3.38684 2.91363 2.63553
H 1.90412 1.73724 3.32276
H 1.22739 3.06207 1.35693
H 2.87599 2.23061 0.39924
H 0.59032 0.57078 1.75935
H 1.33509 0.85918 -1.23664
H 0.25400 1.89635 -0.65491
H -1.68664 1.45598 -1.31015
H -4.06931 0.89421 -0.84564
H -6.06397 -0.34025 -1.29578
H -5.72858 -2.60518 -2.36397
H -3.38118 -3.60254 -3.11585
*
```

These are the natural (NBO) partial charges, in e, on atoms 1 to 2: number 1, N, carries -0.2605; number 2, C, carries 0.2703

---

(7)
Density functional theory data (the ωB97M-V functional and the def2-TZVPD basis) for an isolated molecule of C15H18N2O2S at a distorted geometry.

Output
Gap between HOMO and LUMO ... 0.31880 Ha
SMILES string ... Oc1ccc(-c2nnc(SCC3CCCCC3)o2)cc1
Total energy ... -1240.56828 hartree
HOMO ... -8.03 eV
Energy relative to the best compared isomer or geometry (same formula, charge and spin) ... 28.9 kcal/mol

```
! wB97M-V def2-TZVPD RIJCOSX def2/J DEFGRID3
* xyz 0 1
O 3.79217 4.13202 -4.13963
C 3.09736 3.20607 -3.43635
C 3.53482 2.73138 -2.20296
C 2.79565 1.78718 -1.52075
C 1.60708 1.30422 -2.06448
C 0.82612 0.31563 -1.36647
N -0.28687 -0.22756 -1.75556
N -0.67260 -1.09845 -0.80753
C 0.22851 -1.04901 0.12783
S 0.29680 -1.95178 1.59047
C -1.26759 -2.89021 1.42970
C -2.42186 -2.28681 2.22213
C -2.14868 -2.31314 3.72624
C -3.34356 -1.76208 4.49905
C -3.67191 -0.34401 4.04262
C -3.94242 -0.31741 2.54134
C -2.73975 -0.86012 1.77619
O 1.21453 -0.17330 -0.15217
C 1.16857 1.78147 -3.30213
C 1.90650 2.72320 -3.98102
H 4.59200 4.38420 -3.66154
H 4.45805 3.10526 -1.78017
H 3.13554 1.41883 -0.56477
H -1.03617 -3.89286 1.78899
H -1.48616 -2.91210 0.36389
H -3.29613 -2.91693 2.01558
H -1.93915 -3.33621 4.04761
H -1.26412 -1.70840 3.93931
H -3.12547 -1.76882 5.56888
H -4.21038 -2.40576 4.33054
H -4.54274 0.02878 4.58567
H -2.82911 0.31283 4.26971
H -4.15439 0.70358 2.21835
H -4.82082 -0.92767 2.31878
H -2.93027 -0.84263 0.70157
H -1.87640 -0.22051 1.97432
H 0.24695 1.39681 -3.70767
H 1.58595 3.10432 -4.93711
*
```

These are the natural (NBO) partial charges, in e, on atoms 1 to 2: number 1, O, carries -0.6566; number 2, C, carries 0.3210

---

(8)
Density functional theory data (the ωB97M-V functional and the def2-TZVPD basis) for an isolated molecule of C15H18N2O3 at a distorted geometry.

Output
Gap between HOMO and LUMO ... 0.33368 Ha
SMILES string ... c1cc(-c2cc([C@H]3COC4(CCCCC4)O3)[nH]n2)co1
Total energy ... -917.57448 hartree
HOMO ... -8.29 eV
Energy relative to the best compared isomer or geometry (same formula, charge and spin) ... 67.1 kcal/mol

```
! wB97M-V def2-TZVPD RIJCOSX def2/J DEFGRID3
* xyz 0 1
C 2.39370 -6.44342 -1.11172
C 1.61285 -5.56522 -0.39260
C 1.79191 -4.30852 -1.02247
C 1.12791 -3.03979 -0.72327
C 1.58187 -1.74571 -1.21993
C 0.78997 -0.80404 -0.59766
C 0.84514 0.70125 -0.60080
C 0.19707 1.29960 -1.83600
O -0.36277 2.52241 -1.36642
C -0.71100 2.36461 0.00747
C -0.39677 3.74107 0.68629
C -0.82254 3.69213 2.15634
C -2.30853 3.34682 2.37187
C -2.54991 1.98351 1.69344
C -2.18525 1.95810 0.20869
O 0.10733 1.26761 0.49246
N -0.10743 -1.49495 0.13641
N 0.06045 -2.85557 0.07387
C 2.66481 -4.50376 -2.05003
O 3.01275 -5.80403 -2.16037
H 2.56531 -7.48515 -0.84753
H 1.00801 -5.81749 0.48005
H 2.41617 -1.54682 -1.87684
H 1.89840 1.02448 -0.54946
H -0.51271 0.59475 -2.30976
H 0.95950 1.56041 -2.57590
H 0.69051 3.93959 0.63522
H -0.88753 4.55304 0.12816
H -0.59930 4.66047 2.61045
H -0.21958 2.95877 2.68721
H -2.54520 3.34463 3.42025
H -2.95799 4.11078 1.90193
H -1.98467 1.24384 2.27375
H -3.62247 1.73110 1.80447
H -2.34532 0.95882 -0.23794
H -2.84764 2.60907 -0.33370
H -0.81200 -1.00857 0.72599
H 3.05495 -3.74381 -2.68191
*
```

These are the natural (NBO) partial charges, in e, on atoms 1 to 2: number 1, C, carries 0.0820; number 2, C, carries -0.3038